Entry 1:
The following is a DFT calculation (wB97M-V/def2-TZVPD) of C30H30BCoN10S2 as an isolated structure.

Element x y z (Å)
Co  -0.33702  -0.19209  0.22040
C  -3.99871  -1.62700  1.24787
C  -2.71565  -1.21635  1.58995
N  -2.07320  -0.80568  0.50053
N  -2.90994  -0.93355  -0.55392
C  -4.07834  -1.43439  -0.11386
B  -2.39606  -0.50506  -1.94546
N  -1.90799  0.95013  -1.83935
C  -2.21096  2.08541  -2.49919
C  -1.45189  3.11317  -1.98651
C  -0.68999  2.52537  -0.98242
N  -0.96685  1.22218  -0.90908
N  -1.17022  -1.38815  -2.26331
C  -0.77992  -2.23716  -3.23855
C  0.48721  -2.69293  -2.96413
C  0.82958  -2.07675  -1.76551
N  -0.16819  -1.29659  -1.35366
N  -3.57957  -0.55831  -2.96191
C  -3.82761  -1.18007  -4.07112
C  -5.15569  -0.79233  -4.51127
C  -5.60226  0.10249  -3.49931
N  -4.69675  0.26473  -2.58240
H  -4.76335  -2.00933  1.90076
H  -2.23460  -1.19820  2.55268
H  -4.90166  -1.61868  -0.78253
H  -2.93998  2.10504  -3.29070
H  -1.44705  4.14228  -2.29975
H  0.04825  2.97394  -0.33731
H  -1.40056  -2.48945  -4.07787
H  1.07955  -3.37397  -3.54961
H  1.74343  -2.15507  -1.19848
H  -3.14572  -1.84898  -4.56766
H  -5.65634  -1.10026  -5.41786
H  -6.54596  0.62429  -3.43637
S  0.71754  -1.75668  1.41486
C  0.91982  -1.07439  2.96697
N  1.24503  -1.78742  4.00190
C  1.36296  -1.14281  5.33176
C  1.93650  0.22908  5.15047
N  1.09420  0.99531  4.20919
C  0.79557  2.40199  4.59494
C  0.01273  2.40721  5.88258
C  -1.28906  1.91205  5.90069
C  -2.01113  1.90436  7.08281
C  -1.43611  2.39639  8.24954
C  -0.14520  2.89988  8.23172
C  0.58294  2.90273  7.04803
C  0.66414  0.41033  3.13814
S  -0.18685  1.23781  1.90967
C  1.34215  -3.28908  3.93644
C  2.24038  -3.86311  4.99065
C  3.62224  -3.77230  4.84329
C  4.45786  -4.28562  5.82236
C  3.91447  -4.89904  6.94500
C  2.53905  -5.00013  7.08929
C  1.70009  -4.48012  6.11251
H  2.02961  -1.74665  5.94141
H  0.37707  -1.12932  5.80361
H  2.94477  0.17699  4.73208
H  1.97353  0.76375  6.09539
H  0.25158  2.87367  3.78152
H  1.75231  2.91228  4.71248
H  -1.74905  1.55541  4.98306
H  -3.02860  1.53706  7.09612
H  -2.00101  2.39375  9.17184
H  0.29449  3.30054  9.13494
H  1.58851  3.30882  7.03399
H  1.70483  -3.54239  2.94307
H  0.32034  -3.66466  4.03309
H  4.04851  -3.31628  3.95519
H  5.53122  -4.22199  5.70523
H  4.56747  -5.31244  7.70174
H  2.11871  -5.48719  7.95860
H  0.62475  -4.57025  6.22149

As for the charge: +3. For the gap between HOMO and LUMO (alpha / beta), the calculation gives 0.217 / 0.140 Ha. For the electronic energy, the calculation gives -106448.5290 eV. The calculation puts the HOMO energy (alpha / beta) at -15.725 / -15.725 eV. Its multiplicity is 2.

Entry 2:
The following is a DFT calculation (wB97M-V/def2-TZVPD) of an isolated molecule of C4H6N2S in a non-equilibrium geometry.

Element x y z (Å)
C  1.57604  -0.66672  1.95892
C  -0.52231  -0.13358  -1.15792
C  0.84501  -0.02594  -0.31228
C  -1.47980  0.64986  -0.22099
N  2.37888  -0.74532  2.81504
N  0.88339  -0.85378  0.88849
S  -1.55765  -0.37966  1.22351
H  -0.39830  0.19898  -2.20222
H  -0.75323  -1.16468  -1.10524
H  1.72397  -0.37759  -0.88950
H  0.92859  1.06180  -0.21503
H  -1.16831  1.72131  -0.00966
H  -2.45626  0.71532  -0.77312

For the gap between HOMO and LUMO (alpha / beta), the calculation gives 0.254 / 0.255 Ha. For the electronic energy, the calculation gives -18056.8951 eV. The calculation puts the HOMO energy (alpha / beta) at -9.440 / -9.451 eV. Its energy relative to the best compared isomer or geometry (same formula, charge and spin) is 94.0 kcal per mole.

Entry 3:
The following is a DFT calculation (wB97M-V/def2-TZVPD) of C5H14N2O as an isolated structure in a non-equilibrium geometry.

Element x y z (Å)
C  1.04170  0.29333  0.55382
C  1.57703  1.72329  0.61842
C  -1.07507  -1.44597  1.09950
C  -0.81825  0.01278  0.97298
N  1.71208  -0.56585  -0.41266
N  -1.50524  0.95492  1.41172
H  1.28571  -0.15492  1.52277
H  1.80006  -0.08884  -1.30586
H  2.65964  -0.79852  -0.12746
H  -1.25177  1.89436  1.11883
H  1.44762  2.23201  -0.34033
H  1.07624  2.29941  1.40231
H  2.63616  1.73782  0.89843
H  -0.32176  -2.01026  0.54832
H  -1.02633  -1.71852  2.15569
H  -2.07220  -1.67649  0.72048
C  -1.41698  -0.66877  -2.05913
O  -1.02050  0.48051  -1.34881
H  -0.11173  0.42761  -0.62485
H  -2.43343  -0.95476  -1.76248
H  -0.73417  -1.51389  -1.90678
H  -1.44879  -0.45925  -3.13494

For the gap between HOMO and LUMO, the calculation gives 0.347 Ha. For the electronic energy, the calculation gives -10436.3216 eV. The calculation puts the HOMO energy at -8.639 eV. Its energy relative to the best compared isomer or geometry (same formula, charge and spin) is 108.5 kcal per mole.

Entry 4:
The following is a DFT calculation (wB97M-V/def2-TZVPD) of C30H43CeN2O10PSSi as an isolated structure in a non-equilibrium geometry.

Element x y z (Å)
Ce  -0.29568  0.55023  -0.23132
C  1.89893  4.44808  0.93114
N  0.50304  4.25833  1.40954
C  0.03423  5.13837  2.48844
C  -0.33819  3.46473  0.74593
O  -0.02670  2.74092  -0.27663
C  -1.67748  3.13922  1.41685
O  -2.08293  1.82539  1.08542
C  -3.47119  1.48526  1.02808
C  -3.47948  0.05761  0.53230
O  -2.69809  -0.14519  -0.45886
N  -4.25254  -0.83458  1.11869
C  -4.12737  -2.21176  0.68705
C  -5.40221  -0.48175  1.94034
H  2.13746  3.61349  0.26228
H  2.58490  4.58840  1.77767
H  1.98753  5.32867  0.29303
H  -0.71806  5.82138  2.14137
H  0.88911  5.69341  2.77429
H  -0.49118  4.71875  3.28005
H  -2.39292  3.90993  1.19257
H  -1.44369  3.17713  2.50801
H  -3.98157  2.19496  0.34854
H  -3.94009  1.66657  2.02575
H  -4.11663  -2.22458  -0.45564
H  -4.99485  -2.75710  1.00890
H  -3.17918  -2.67254  1.04870
H  -5.07268  -0.36177  2.99189
H  -6.13671  -1.29041  1.86345
H  -5.91028  0.40723  1.55110
C  1.77759  -2.96582  1.50789
S  0.52816  -1.67372  1.83041
O  -0.16476  -1.94390  3.09413
O  -0.41865  -1.73761  0.66743
O  1.07236  -0.24825  1.75349
H  1.20540  -3.92430  1.43390
H  2.36934  -2.98614  2.49614
H  2.43833  -2.80434  0.64762
O  0.09950  -0.17009  -2.21682
Si  0.58817  -1.05050  -3.49906
C  1.51962  0.04982  -4.72174
C  2.10106  -0.64807  -5.79539
C  2.62415  0.06912  -6.85059
C  2.74808  1.49510  -6.78974
C  2.13589  2.15786  -5.73382
C  1.55409  1.42617  -4.72325
C  -0.89175  -1.52384  -4.50525
C  -1.77993  -0.53777  -4.87694
C  -2.73754  -0.74734  -5.86997
C  -2.83579  -2.01217  -6.41899
C  -2.03094  -3.07110  -5.99550
C  -1.03593  -2.80767  -5.04109
C  1.44296  -2.58137  -3.07571
C  2.86587  -2.73858  -3.26536
C  3.55590  -3.85048  -2.76516
C  2.87630  -4.90869  -2.16848
C  1.53888  -4.80608  -1.91571
C  0.87145  -3.66306  -2.35616
H  1.93019  -1.72400  -5.90858
H  3.05967  -0.49866  -7.70731
H  3.35703  1.96220  -7.55322
H  2.04319  3.27002  -5.62958
H  1.05291  1.96278  -3.87774
H  -1.72611  0.40650  -4.36257
H  -3.46140  0.02531  -6.15072
H  -3.55092  -2.20028  -7.17191
H  -2.10447  -4.08682  -6.42931
H  -0.43920  -3.57619  -4.57991
H  3.36964  -1.92116  -3.69588
H  4.66517  -3.86196  -2.76381
H  3.39670  -5.89937  -2.04773
H  0.95266  -5.58884  -1.48308
H  -0.21795  -3.62485  -2.11018
C  -0.57901  -0.17849  5.91810
O  0.72705  0.08692  6.45731
P  1.84325  1.19616  5.93443
O  1.15649  2.59208  6.22517
C  0.96272  3.29726  7.48741
O  2.86508  1.22660  7.21182
C  4.00398  0.32693  7.35719
H  -0.91554  -1.13894  6.41324
H  -0.59410  -0.29791  4.82113
H  -1.25242  0.63238  6.34371
H  1.54028  2.78851  8.28044
H  -0.14236  3.18374  7.60002
H  1.22676  4.34208  7.33546
H  3.82908  -0.70191  6.92550
H  4.24378  0.18544  8.40334
H  4.93449  0.76886  6.88202

As for the charge: +1. For the gap between HOMO and LUMO (alpha / beta), the calculation gives 0.278 / 0.277 Ha. For the electronic energy, the calculation gives -96192.3836 eV. The calculation puts the HOMO energy (alpha / beta) at -10.302 / -10.303 eV. Its multiplicity is 2.

Entry 5:
The following is a DFT calculation (wB97M-V/def2-TZVPD) of C6H13NO as an isolated structure in a non-equilibrium geometry.

Element x y z (Å)
C  -2.50256  1.71525  -0.12351
C  -1.17690  1.05697  -0.51035
N  -0.96577  -0.16649  0.37841
C  2.85850  -0.73443  0.38255
C  1.45018  -0.06653  0.38688
C  0.18594  -0.93794  0.01005
C  0.28332  -2.24115  0.79851
O  -0.55490  1.51888  -1.48916
H  -3.06070  0.88426  0.43448
H  -2.90028  1.95458  -1.08516
H  -2.33821  2.67509  0.40140
H  -0.55335  0.96350  0.55759
H  3.01149  -1.64462  -0.20061
H  3.63758  -0.08636  -0.06554
H  3.03357  -0.95941  1.44876
H  1.33166  0.71645  -0.35802
H  1.22684  0.32212  1.37900
H  0.20074  -1.18059  -1.05130
H  1.06513  -2.82494  0.24963
H  0.49143  -2.20236  1.90420
H  -0.68615  -2.73492  0.67622

For the gap between HOMO and LUMO, the calculation gives 0.383 Ha. For the electronic energy, the calculation gives -9967.2527 eV. The calculation puts the HOMO energy at -9.776 eV. Its energy relative to the best compared isomer or geometry (same formula, charge and spin) is 90.4 kcal per mole.

Entry 6:
The following is a DFT calculation (wB97M-V/def2-TZVPD) of an isolated molecule of C5H10O2.

Element x y z (Å)
O  -0.44638  -1.86937  0.52294
C  -1.47090  -0.91192  0.33313
C  -0.97921  0.49906  -0.02608
C  0.22816  0.92547  0.80897
C  1.41147  0.29965  0.01510
C  0.82907  0.14325  -1.40887
O  -0.51954  0.59913  -1.36018
H  0.22711  -1.45918  1.08728
H  -2.09894  -0.84501  1.23684
H  -2.07890  -1.30360  -0.48870
H  -1.83356  1.17965  0.07727
H  0.16891  0.60463  1.85845
H  0.32153  2.01548  0.78555
H  1.74571  -0.67085  0.39390
H  2.28885  0.94606  0.04305
H  0.85592  -0.90690  -1.72559
H  1.35071  0.75445  -2.15306

For the gap between HOMO and LUMO, the calculation gives 0.381 Ha. As for the SMILES: OC[C@H]1CCCO1. For the electronic energy, the calculation gives -9441.4634 eV. The calculation puts the HOMO energy at -9.490 eV. Its energy relative to the best compared isomer or geometry (same formula, charge and spin) is 36.4 kcal per mole.

What is the electronic energy in the fifth record?
-9967.2527 eV